Record 1
This record from the Open Molecules 2025 dataset describes a single C5H6ClNO molecule. The level of theory is the ωB97M-V functional and the def2-TZVPD basis.

The value obtained for the LUMO energy is 0.643 eV. The HOMO-LUMO gap comes out at 9.919 eV. For the molar mass, the calculation gives 131.6 g/mol. Its spin multiplicity is 1. The highest occupied orbital energy is -9.3 eV. As for the SMILES: [O-][N+]#CCC/C=C/Cl. The calculation puts the strongest force on any atom at 0.0854 hartree/bohr.

```
14
Properties=species:S:1:pos:R:3:forces:R:3
C -0.7737 -0.8414 0.7338 -1.221 0.511 0.556
C -0.1440 -0.8485 1.9292 0.261 -0.090 -2.120
C -0.5375 0.0234 -0.4683 3.382 -0.630 -2.732
C 0.7848 0.8724 -0.4462 1.193 0.420 -2.792
C 0.7680 1.7444 0.6670 0.270 0.316 -0.334
N 0.4616 2.3218 1.5985 -0.465 1.352 0.590
O 0.1403 3.0661 2.4858 -0.065 0.153 0.928
Cl -0.7357 -1.5182 3.3750 -0.424 -0.415 0.276
H -1.8053 -1.1955 0.5803 0.469 -0.460 0.968
H -0.4697 -0.4889 -1.5314 -0.427 0.239 2.298
H -1.3410 0.7171 -0.5884 -0.682 0.466 0.180
H 1.7764 0.4135 -0.4058 -0.437 -1.323 0.259
H 1.0728 1.4521 -1.4612 -1.576 -0.815 2.054
H 0.8815 -0.5103 2.0542 -0.277 0.277 -0.130
```
Positions in Å, forces in eV/Å.

Record 2
This record from the Open Molecules 2025 dataset describes an isolated ion of composition C5H6ClNPS2 and charge +1. The level of theory is the ωB97M-V functional and the def2-TZVPD basis.

The value obtained for the LUMO energy is -4.857 eV. The HOMO-LUMO gap comes out at 8.163 eV. For the molar mass, the calculation gives 210.7 g/mol. Its spin multiplicity is 1. The highest occupied orbital energy is -13.0 eV. As for the SMILES: S=[P@@](S)(Cl)[n+]1ccccc1. The calculation puts the strongest force on any atom at 0.0829 hartree/bohr. As for the total charge: +1.

```
16
Properties=species:S:1:pos:R:3:forces:R:3
C 2.2876 -0.0623 0.4229 -3.741 1.105 -1.095
C 1.6160 1.1710 0.3569 -1.659 -0.034 0.647
C 1.5747 -1.2572 0.2273 -0.106 2.666 0.931
C 0.2316 1.1656 0.2165 2.177 0.829 -0.073
C 0.1781 -1.1760 0.1745 0.752 -3.829 -0.416
N -0.4077 -0.0033 0.1383 -1.627 0.374 0.267
P -2.1984 -0.0739 -0.0205 -2.104 -2.766 -1.683
S -3.0226 -2.0394 -0.1555 1.783 3.833 0.551
S -2.3454 1.0197 -1.8628 0.131 -0.956 0.320
Cl -2.7040 1.1415 1.4952 0.003 -0.258 -0.613
H 3.2865 0.0239 0.5370 3.239 -0.517 0.451
H 1.9804 2.1832 0.5582 0.724 -0.702 -0.326
H 2.2258 -2.0667 0.3128 -0.058 -2.025 -0.196
H -0.2187 2.1541 0.1405 -0.790 -0.698 0.047
H -0.5594 -2.1099 0.1030 1.748 2.103 0.209
H -1.9245 -0.0701 -2.6444 -0.470 0.875 0.978
```
Positions in Å, forces in eV/Å.

Record 3
This record from the Open Molecules 2025 dataset describes a 2-piece molecular cluster, C5H6ClNS overall. The level of theory is the ωB97M-V functional and the def2-TZVPD basis.

The value obtained for the LUMO energy (alpha / beta) is -0.007 / -0.263 eV. The HOMO-LUMO gap (alpha / beta) comes out at 7.548 / 7.088 eV. For the molar mass, the calculation gives 147.6 g/mol. Its spin multiplicity is 1. The highest occupied orbital energy (alpha / beta) is -7.6 / -7.4 eV. The calculation puts the strongest force on any atom at 0.0676 hartree/bohr.

```
14
Properties=species:S:1:pos:R:3:forces:R:3
C -1.6529 -1.8520 -1.4083 -1.707 -0.837 2.911
C -0.8459 -0.8787 -1.7097 0.307 1.966 0.358
C 1.0760 1.4814 1.7416 -0.071 1.263 0.176
C -0.7003 1.1722 -0.2488 2.387 -1.862 0.690
C 1.8505 0.3033 1.3448 -2.985 0.898 0.289
N -0.4416 0.1162 -0.7959 -0.267 -0.053 0.181
S 1.3226 2.7538 2.6611 -0.431 -0.961 -0.699
Cl -1.8394 2.3417 -0.3548 -1.638 1.368 -0.256
H -1.9267 -2.7000 -1.9313 0.025 -1.113 -2.178
H -2.1956 -2.0099 -0.4417 1.016 0.993 -0.385
H -0.4250 -0.6949 -2.6720 0.390 -0.356 -0.592
H 1.6465 0.2085 0.3162 0.743 -0.296 -1.567
H 1.3519 -0.5395 1.7427 -0.817 -1.153 0.606
H 2.7800 0.2978 1.7561 3.048 0.143 0.465
```
Positions in Å, forces in eV/Å.

Record 4
This record from the Open Molecules 2025 dataset describes an isolated ion of composition C5H6ClO2S2 and charge -1. The level of theory is the ωB97M-V functional and the def2-TZVPD basis.

The value obtained for the LUMO energy (alpha / beta) is 3.074 / 3.073 eV. The HOMO-LUMO gap (alpha / beta) comes out at 6.849 / 6.850 eV. For the molar mass, the calculation gives 197.7 g/mol. Its spin multiplicity is 1. The highest occupied orbital energy (alpha / beta) is -3.8 / -3.8 eV. The calculation puts the strongest force on any atom at 0.0603 hartree/bohr. As for the total charge: -1.

```
16
Properties=species:S:1:pos:R:3:forces:R:3
C -3.4209 0.4725 0.1547 1.571 -1.272 -1.289
C 1.9434 0.2388 0.2968 -1.749 -1.374 0.521
C 0.5717 0.8915 -0.1000 1.406 -2.592 0.963
C 2.0294 -1.2769 -0.0541 -1.343 0.706 1.797
C -2.0824 -0.2349 -0.4772 0.978 1.657 0.960
O -4.0297 1.1202 -0.6702 -0.961 0.625 -0.128
O -3.4441 0.2012 1.3322 -1.234 0.149 2.184
S -0.8493 -0.0510 0.6407 -0.301 -0.644 -0.519
S 0.5212 -2.0784 0.8385 1.288 0.951 -1.131
Cl -1.7560 0.1788 -2.1155 0.341 -0.421 -1.068
H 2.8512 0.7963 0.0968 -0.052 0.317 -0.578
H 1.8324 0.1902 1.3732 0.477 0.284 0.543
H 0.5752 1.7813 0.4680 -0.578 1.473 -0.124
H 0.3452 0.8669 -1.1333 0.044 0.788 -1.030
H 2.0067 -1.4225 -1.1128 0.085 -0.481 -0.597
H 2.9060 -1.6739 0.4622 0.027 -0.166 -0.503
```
Positions in Å, forces in eV/Å.

Record 5
This record from the Open Molecules 2025 dataset describes a single C5H6ClOPS molecule. The level of theory is the ωB97M-V functional and the def2-TZVPD basis.

The value obtained for the LUMO energy (alpha / beta) is 0.411 / -2.897 eV. The HOMO-LUMO gap (alpha / beta) comes out at 6.574 / 6.232 eV. For the molar mass, the calculation gives 180.6 g/mol. Its spin multiplicity is 3. The highest occupied orbital energy (alpha / beta) is -6.2 / -9.1 eV. The calculation puts the strongest force on any atom at 0.2074 hartree/bohr. As for the expectation value of S²: 2.010.

```
15
Properties=species:S:1:pos:R:3:forces:R:3
C 0.8305 0.8026 -0.5428 -6.583 3.574 1.026
C -0.0849 -0.2400 -0.7560 -4.171 -2.262 -0.170
C 2.0070 0.2555 -0.4184 8.432 -6.327 1.625
C 0.2752 -1.8791 -0.3444 -4.208 2.868 -2.104
C -1.0491 0.3662 1.7710 -1.718 -0.915 -1.834
O -0.5894 -2.7437 -0.3747 1.796 1.177 0.725
P -1.8264 0.2045 -0.1721 1.431 -1.334 2.655
S 1.8817 -1.7421 -0.5203 4.562 1.101 0.691
Cl -1.7589 1.8452 -1.3188 -0.884 1.878 -0.303
H 0.5797 1.8138 -0.8202 0.331 -0.057 -0.029
H -0.2170 -0.1723 -1.8231 -0.597 -1.090 -1.119
H 2.8290 0.5371 -1.0171 1.140 0.225 -0.931
H -1.8551 0.2573 2.4882 -0.428 -0.434 -0.172
H -0.4400 -0.5637 1.7444 -0.161 0.881 0.306
H -0.5824 1.2588 2.1040 1.058 0.716 -0.365
```
Positions in Å, forces in eV/Å.

Record 6
This record from the Open Molecules 2025 dataset describes a single C5H6F2 molecule. The level of theory is the ωB97M-V functional and the def2-TZVPD basis.

The value obtained for the LUMO energy is 0.872 eV. The HOMO-LUMO gap comes out at 10.586 eV. For the molar mass, the calculation gives 104.1 g/mol. Its spin multiplicity is 1. The highest occupied orbital energy is -9.7 eV. As for the SMILES: C[C@@]1(CF)C=C1F. The calculation puts the strongest force on any atom at 0.0298 hartree/bohr.

```
13
Properties=species:S:1:pos:R:3:forces:R:3
C 1.2545 -0.6296 -1.3033 1.075 0.027 1.095
C 1.8846 -0.4724 -0.1819 -0.910 -0.202 -0.841
C 0.4186 -0.2567 -0.0753 0.078 -0.020 0.519
C -0.1600 1.1393 0.0518 -0.009 -0.162 -0.060
C -0.4367 -1.3288 0.5751 0.511 -0.010 0.251
F 3.0150 -0.4779 0.4959 -0.136 0.049 -0.131
F -1.6338 -1.4601 -0.0934 -0.640 0.048 -0.440
H 1.2427 -0.8445 -2.3420 -0.117 -0.067 -0.496
H -0.2479 1.4220 1.0996 -0.046 0.072 0.087
H -1.1512 1.1699 -0.3962 -0.101 0.063 0.000
H 0.4746 1.8625 -0.4537 0.035 0.065 -0.026
H -0.6900 -1.0683 1.6087 0.161 -0.025 -0.028
H 0.0500 -2.3089 0.5405 0.098 0.160 0.071
```
Positions in Å, forces in eV/Å.